[1]
C38H27F5N10O2SV | ωB97M-V/def2-TZVPD

```
84
Properties=species:S:1:pos:R:3
V -0.38 1.40 -0.41
C -2.06 0.32 -4.27
C -1.69 1.16 -3.23
N -0.71 0.83 -2.38
C -0.04 -0.32 -2.65
C -0.46 -1.15 -3.67
N -1.47 -0.85 -4.47
C 1.23 -0.45 -1.87
C 2.32 -1.26 -2.11
C 3.49 -1.03 -1.39
C 3.58 0.10 -0.58
C 2.46 0.88 -0.41
N 1.29 0.50 -0.93
C 2.32 2.19 0.28
C 3.35 2.89 0.88
N 3.17 4.08 1.45
C 1.94 4.56 1.44
C 0.88 3.88 0.84
N 1.07 2.71 0.23
C 4.64 -1.98 -1.49
C 5.34 -2.35 -0.35
C 6.36 -3.28 -0.47
N 6.72 -3.84 -1.63
C 6.05 -3.47 -2.72
C 5.00 -2.55 -2.70
H -2.86 0.60 -4.94
H -2.17 2.11 -3.08
H 0.06 -2.09 -3.85
H 2.26 -2.07 -2.83
H 4.53 0.37 -0.12
H 4.35 2.48 0.89
H 1.76 5.51 1.93
H -0.12 4.28 0.85
H 5.08 -1.95 0.62
H 6.92 -3.60 0.41
H 6.36 -3.92 -3.66
H 4.50 -2.28 -3.62
F -3.17 2.10 1.43
C -2.98 3.00 0.44
C -1.87 2.91 -0.39
C -1.80 3.95 -1.30
F -0.74 4.03 -2.16
C -2.73 4.97 -1.43
F -2.59 5.93 -2.34
C -3.82 4.97 -0.59
F -4.75 5.93 -0.70
C -3.95 3.98 0.37
F -5.00 3.99 1.18
O -0.43 1.09 1.79
N -0.87 -0.60 3.29
C -0.75 0.05 4.62
C -0.90 1.43 4.69
N -0.99 2.60 4.75
C -0.43 -0.76 5.72
N -0.14 -1.48 6.59
C 0.49 -3.30 0.41
C 0.93 -2.21 1.36
O 0.06 -1.08 1.21
C 0.07 -0.17 2.32
C 1.47 0.12 2.83
H 1.34 -3.96 0.18
H 0.12 -2.87 -0.52
H -0.31 -3.91 0.83
H 1.96 -1.90 1.14
H 0.91 -2.56 2.40
H -0.91 -1.61 3.35
H -1.39 1.09 1.96
H 1.83 -0.72 3.42
H 1.43 0.99 3.47
H 2.16 0.31 2.01
S -5.29 -0.45 -1.76
C -3.91 0.46 -1.28
N -3.06 -0.12 -0.49
C -3.53 -1.41 -0.17
C -2.93 -2.28 0.73
C -3.52 -3.50 0.97
C -4.70 -3.87 0.31
C -5.32 -3.01 -0.57
C -4.73 -1.77 -0.79
H -3.80 1.49 -1.62
H -2.04 -1.96 1.25
H -3.08 -4.18 1.68
H -5.15 -4.84 0.50
H -6.25 -3.28 -1.06
```

Results
spin multiplicity = 4
<S²> = 3.773
HOMO-LUMO gap (spin up / spin down) = 3.921 / 3.505 eV

=====

[2]
C38H27F6N5O6PS2Y | ωB97M-V/def2-TZVPD

```
86
Properties=species:S:1:pos:R:3
Y 0.02 0.13 -0.01
O 3.07 -1.11 2.92
C 2.06 -0.82 2.28
N 1.95 -0.41 1.00
C 3.07 -0.21 0.16
C 4.28 -0.89 0.25
C 5.27 -0.67 -0.69
C 5.08 0.25 -1.72
C 3.89 0.95 -1.81
C 2.88 0.73 -0.88
N 1.62 1.38 -0.87
C 1.50 2.70 -1.09
O 2.29 3.48 -1.62
C 0.22 3.27 -0.49
C -0.09 4.60 -0.69
C -1.17 5.15 -0.02
C -1.90 4.35 0.85
C -1.54 3.02 0.98
N -0.51 2.48 0.32
C 0.71 -0.96 2.96
C 0.65 -1.58 4.20
C -0.58 -1.74 4.80
C -1.72 -1.28 4.16
C -1.58 -0.67 2.93
N -0.39 -0.51 2.33
H 4.43 -1.59 1.06
H 6.21 -1.21 -0.62
H 5.87 0.42 -2.44
H 3.73 1.68 -2.59
H 0.54 5.17 -1.36
H -1.43 6.19 -0.16
H -2.74 4.73 1.41
H -2.10 2.35 1.62
H 1.57 -1.92 4.64
H -0.66 -2.24 5.76
H -2.70 -1.39 4.59
H -2.44 -0.31 2.38
F -4.52 1.49 -2.65
C -4.30 1.30 -1.36
F -3.53 2.28 -0.89
F -5.46 1.32 -0.71
S -3.50 -0.38 -1.09
O -2.46 -0.16 -0.08
O -4.59 -1.23 -0.74
N -2.87 -0.77 -2.48
S -1.45 -0.15 -2.76
O -1.33 1.24 -2.39
O -0.35 -0.95 -2.24
C -1.35 -0.30 -4.59
F -2.32 0.40 -5.16
F -0.17 0.19 -4.97
F -1.43 -1.57 -4.95
C 1.29 -5.09 3.83
C -0.03 -5.16 3.42
C -0.44 -4.56 2.24
C 0.47 -3.87 1.45
C 1.81 -3.80 1.86
C 2.21 -4.40 3.04
P 0.05 -2.93 -0.08
C 1.35 -3.59 -1.19
C 2.12 -2.73 -1.97
C 3.15 -3.23 -2.76
C 3.42 -4.59 -2.77
C 2.66 -5.45 -1.99
C 1.64 -4.96 -1.20
C -1.48 -3.71 -0.70
C -2.65 -3.55 0.03
C -3.85 -4.09 -0.41
C -3.89 -4.77 -1.62
C -2.74 -4.89 -2.39
C -1.54 -4.36 -1.93
H 1.61 -5.56 4.75
H -0.75 -5.71 4.02
H -1.47 -4.65 1.94
H 2.54 -3.28 1.26
H 3.25 -4.33 3.35
H 1.93 -1.67 -1.98
H 3.74 -2.55 -3.35
H 4.22 -4.98 -3.38
H 2.87 -6.52 -1.99
H 1.06 -5.63 -0.58
H -2.65 -2.97 0.95
H -4.75 -3.95 0.17
H -4.83 -5.18 -1.98
H -2.77 -5.39 -3.34
H -0.65 -4.45 -2.54
```

Results
HOMO-LUMO gap = 7.440 eV

=====

[3]
C38H28BrF4NO5PPd | ωB97M-V/def2-TZVPD

```
79
Properties=species:S:1:pos:R:3
Pd 0.33 -0.04 0.13
O -1.04 0.53 -3.83
C -0.90 0.00 -2.76
O -0.03 -0.55 -2.10
C -2.45 0.05 -1.99
C -2.53 -1.09 -0.97
C -4.00 -1.23 -0.56
C -4.20 0.03 0.33
C -2.83 0.69 0.24
O -1.95 -0.48 0.21
C -2.61 1.29 -1.15
C -1.37 2.27 -1.18
O -1.48 3.26 -1.86
O -0.36 1.93 -0.48
H -3.13 -0.05 -2.83
H -2.00 -2.00 -1.23
H -4.13 -2.15 0.01
H -4.67 -1.26 -1.42
H -4.43 -0.25 1.35
H -4.99 0.69 -0.03
H -2.54 1.32 1.07
H -3.43 1.91 -1.50
F 6.02 -4.17 1.10
C 5.27 -3.14 0.75
C 5.84 -1.90 0.55
F 7.14 -1.74 0.72
C 5.04 -0.83 0.18
F 5.65 0.33 -0.02
C 3.67 -0.96 0.01
P 2.63 0.49 -0.33
C 3.31 1.81 0.68
C 3.37 1.62 2.06
C 3.88 2.60 2.88
C 4.33 3.80 2.33
C 4.27 4.00 0.96
C 3.78 3.00 0.13
C 2.80 0.90 -2.07
C 2.01 1.93 -2.59
C 2.07 2.22 -3.94
C 2.91 1.49 -4.78
C 3.69 0.47 -4.26
C 3.64 0.18 -2.91
C 3.13 -2.24 0.19
Br 1.30 -2.62 -0.16
C 3.90 -3.31 0.55
F 3.39 -4.52 0.73
H 3.02 0.69 2.50
H 3.93 2.44 3.95
H 4.72 4.58 2.97
H 4.62 4.93 0.53
H 3.75 3.15 -0.94
H 1.33 2.48 -1.95
H 1.44 3.00 -4.34
H 2.94 1.72 -5.84
H 4.35 -0.09 -4.91
H 4.26 -0.62 -2.52
C 0.96 -2.67 5.12
C 0.31 -2.97 3.92
C 0.07 -1.97 3.00
C 0.45 -0.65 3.27
C 1.09 -0.36 4.48
C 1.35 -1.37 5.39
N 0.21 0.34 2.32
C -0.24 1.56 2.82
C 0.15 2.77 2.22
C -0.32 3.96 2.72
C -1.21 3.98 3.79
C -1.62 2.79 4.38
C -1.13 1.59 3.91
H 1.16 -3.45 5.84
H -0.01 -3.98 3.72
H -0.47 -2.19 2.09
H 1.40 0.66 4.68
H 1.86 -1.13 6.31
H 0.83 2.75 1.38
H 0.00 4.89 2.26
H -1.58 4.93 4.16
H -2.32 2.80 5.20
H -1.46 0.65 4.35
```

Results
total charge = +1
spin multiplicity = 5
<S²> = 6.050
HOMO-LUMO gap (spin up / spin down) = 8.262 / 5.912 eV

=====

[4]
C38H28FN6O11ScTe | ωB97M-V/def2-TZVPD

```
86
Properties=species:S:1:pos:R:3
Sc 0.88 0.38 0.19
O 6.58 -1.98 -0.74
C 5.40 -1.42 -0.38
C 5.25 -0.04 -0.26
C 4.01 0.45 0.10
N 2.99 -0.36 0.35
C 3.13 -1.68 0.26
C 4.32 -2.27 -0.11
C 1.83 -2.38 0.66
O 1.67 -3.57 0.38
O 1.03 -1.58 1.25
C 3.63 1.93 0.34
O 4.51 2.77 0.25
O 2.40 2.05 0.65
H 7.20 -1.27 -0.96
H 6.06 0.65 -0.45
H 4.42 -3.34 -0.17
O -1.90 6.89 -0.66
C -1.19 6.33 -1.52
O -0.74 6.74 -2.61
C -0.81 4.86 -1.17
C -0.15 4.05 -2.09
C 0.19 2.76 -1.73
N -0.09 2.25 -0.52
C -0.69 3.04 0.38
C -1.07 4.33 0.08
C -0.86 2.46 1.73
C -1.74 3.01 2.66
C -1.81 2.46 3.93
C -1.00 1.38 4.24
C -0.19 0.87 3.25
N -0.14 1.37 2.02
C 0.96 1.90 -2.66
C 0.77 1.97 -4.03
C 1.57 1.20 -4.86
C 2.56 0.40 -4.28
C 2.65 0.38 -2.90
N 1.87 1.09 -2.10
H 0.12 4.47 -3.05
H -1.55 4.98 0.80
H -2.36 3.85 2.39
H -2.50 2.87 4.66
H -1.02 0.94 5.22
H 0.44 0.01 3.43
H 0.00 2.61 -4.43
H 1.44 1.21 -5.93
H 3.23 -0.19 -4.89
H 3.38 -0.27 -2.42
F 3.87 -3.36 -3.42
C 2.60 -3.25 -3.86
C 1.59 -3.11 -2.99
N 0.29 -3.00 -3.41
C -0.75 -2.59 -2.44
C -0.49 -1.13 -1.98
O -1.24 -0.23 -2.34
O 0.60 -0.97 -1.31
C -0.05 -3.09 -4.74
O -1.19 -3.06 -5.17
N 1.03 -3.23 -5.59
C 2.39 -3.27 -5.29
O 3.23 -3.34 -6.17
H 1.75 -3.09 -1.92
H -0.70 -3.24 -1.57
H -1.71 -2.64 -2.92
H 0.80 -3.26 -6.58
C -5.05 -1.41 6.25
C -4.31 -1.22 4.95
C -3.11 -1.85 4.70
C -2.44 -1.71 3.48
C -1.17 -2.51 3.32
C -2.96 -0.90 2.46
Te -2.04 -0.65 0.51
C -4.19 -0.25 2.72
C -4.84 0.62 1.69
C -4.84 -0.42 3.94
H -4.41 -1.86 7.00
H -5.92 -2.06 6.10
H -5.42 -0.45 6.63
H -2.67 -2.48 5.46
H -1.41 -3.57 3.26
H -0.52 -2.37 4.19
H -0.63 -2.24 2.42
H -4.20 1.47 1.44
H -5.81 1.00 2.04
H -4.99 0.07 0.76
H -5.79 0.08 4.10
```

Results
total charge = -2
HOMO-LUMO gap = 5.598 eV

=====

[5]
C38H28N9O2STi | ωB97M-V/def2-TZVPD

```
79
Properties=species:S:1:pos:R:3
Ti 0.43 0.02 -0.59
N 0.54 2.68 3.13
C 1.04 1.78 2.17
N 0.41 1.78 0.93
C -0.74 2.39 0.74
N -1.34 2.30 -0.46
N -0.74 1.50 -1.30
C -1.05 1.48 -2.57
C -0.19 0.68 -3.39
C -0.26 0.65 -4.79
C 0.69 -0.08 -5.49
C 1.67 -0.76 -4.78
C 1.66 -0.70 -3.40
N 0.77 0.01 -2.71
C -1.32 3.27 1.73
C -2.47 4.03 1.51
C -2.90 4.91 2.47
C -2.21 5.04 3.67
C -1.08 4.28 3.92
C -0.62 3.39 2.95
H 1.01 2.74 4.01
H 2.13 1.88 2.06
H -1.83 2.11 -2.98
H -1.02 1.21 -5.30
H 0.67 -0.11 -6.57
H 2.43 -1.33 -5.29
H 2.42 -1.23 -2.82
H -2.99 3.91 0.57
H -3.79 5.51 2.30
H -2.55 5.74 4.42
H -0.54 4.38 4.85
C -2.59 -2.60 -4.57
C -1.41 -3.31 -4.42
C -0.62 -3.13 -3.29
C -1.01 -2.21 -2.31
C -2.20 -1.50 -2.47
C -2.99 -1.71 -3.58
N -0.15 -1.91 -1.26
C 0.50 -2.83 -0.57
C 0.14 -4.20 -0.46
C 0.88 -5.04 0.33
C 2.01 -4.59 1.05
C 2.41 -3.29 0.96
C 1.68 -2.38 0.15
N 2.01 -1.12 -0.10
N 3.11 -0.58 0.32
C 3.21 0.73 -0.06
C 4.31 1.48 0.37
C 4.39 2.81 0.01
C 3.37 3.35 -0.79
C 2.32 2.54 -1.17
N 2.21 1.26 -0.81
H -3.20 -2.75 -5.45
H -1.09 -4.00 -5.18
H 0.31 -3.67 -3.18
H -2.51 -0.82 -1.68
H -3.92 -1.18 -3.68
H -0.75 -4.54 -0.95
H 0.58 -6.07 0.42
H 2.54 -5.29 1.67
H 3.25 -2.90 1.52
H 5.05 1.00 0.99
H 5.21 3.42 0.34
H 3.41 4.37 -1.10
H 1.51 2.93 -1.78
O -2.36 -1.70 0.73
C -1.51 -1.09 1.36
O -0.57 -0.43 0.76
C -1.48 -1.07 2.85
C -2.59 -1.58 3.52
C -2.60 -1.67 4.90
C -1.51 -1.22 5.63
C -0.42 -0.67 4.98
C -0.39 -0.60 3.59
S 1.16 -0.07 2.88
H -3.43 -1.91 2.92
H -3.45 -2.11 5.40
H -1.51 -1.29 6.70
H 0.43 -0.32 5.53
```

Results
total charge = +1
HOMO-LUMO gap (spin up / spin down) = 5.071 / 5.070 eV

=====

no.,E (eV),largest force on an atom (eV Å⁻¹)
1,-108948.317,2.2
2,-107893.016,1.0
3,-145260.615,0.5
4,-102046.872,1.3
5,-91313.277,2.3